No. 1
Density functional theory data (ωB97M-V/def2-TZVPD) for the molecule C5H10O in a non-equilibrium geometry.

Summary:
charge = 0
LUMO level = 1.11 eV
E_tot = -271.70041 Ha
SMILES string = C[C@H]1CCCO1

Element x y z (Å)
C -2.018422 -0.125248 0.195143
C -0.643598 -0.129332 -0.503502
C 0.339950 1.003914 -0.036159
C 1.576135 0.353818 -0.179639
C 1.212990 -0.990956 0.346313
H -2.029839 -0.449342 1.223921
H -2.507101 0.774075 0.243155
H -2.711515 -0.751560 -0.334196
H -0.978095 -0.094944 -1.567870
H 0.276890 1.892339 -0.654913
H -0.019555 1.363434 0.958295
H 2.448701 0.877052 0.328674
H 1.926645 0.207444 -1.175427
H 1.906202 -1.781110 0.143954
H 1.173462 -0.795756 1.411953
O 0.047153 -1.353821 -0.399706

Cartesian forces (eV/Å) of the 3 atoms listed first:
1.17 -2.08 0.35
-2.52 1.02 -1.10
-4.59 1.88 -0.71

These are the Löwdin partial charges, in e, on atoms 1 to 2: -0.0424 -0.3630


No. 2
Density functional theory data (ωB97M-V/def2-TZVPD) for the molecule C5H10O in a non-equilibrium geometry.

Summary:
charge = 0
LUMO level = 0.98 eV
E_tot = -271.67654 Ha
SMILES string = C/C=C(/C)OC

Element x y z (Å)
C 0.555816 -1.368762 0.032969
C 0.021787 -0.168207 0.250247
C 0.950164 -1.862775 -1.286943
C -0.347937 0.409489 1.585540
C -1.077874 1.680703 -0.615117
O -0.004864 0.694455 -0.793592
H 0.513665 -2.022214 0.810264
H 0.540265 -2.857994 -1.572420
H 0.699210 -1.118246 -2.130618
H 2.066762 -2.111173 -1.427051
H 0.093322 1.326725 1.755595
H -0.052116 -0.201450 2.321658
H -1.469143 0.611492 1.660561
H -0.985792 2.286596 -1.587436
H -0.892784 2.341077 0.171609
H -2.149865 1.395941 -0.461512

Cartesian forces (eV/Å) of the 3 atoms listed first:
-0.81 1.52 -1.14
1.02 -0.28 0.31
1.50 -0.41 -3.00

These are the Löwdin partial charges, in e, on atoms 1 to 2: -0.1233 -0.3728